No. 1
Molecular formula: C10H16
Method: DFT, the ωB97M-V functional and the def2-TZVPD basis

* relative energy (zero: lowest compared OMol25 entry of this formula, charge and spin): 3.13 kcal/mol
* SMILES: CCc1ccccc1.CC

```
26
Properties=species:S:1:pos:R:3:forces:R:3:mulliken_charge:R:1
C 0.03725 -0.31385 1.00101 0.04 0.23 -0.02 0.110
C -1.23460 1.29035 2.28883 -0.17 -0.11 -0.05 -0.517
C -2.36715 1.03040 1.52558 0.16 0.11 0.08 -0.394
C -2.29351 0.10501 0.49633 -0.07 -0.12 -0.02 -0.673
C 1.33272 -1.02537 0.72558 0.07 -0.31 0.04 -0.658
C 1.09189 0.97810 -2.26135 0.08 0.25 -0.19 -0.511
C 1.45466 -2.36128 1.48763 -0.19 0.34 -0.52 -1.249
C -0.04691 0.62145 2.02909 -0.12 0.10 0.13 -0.238
C -0.04743 0.99084 -3.27565 -0.06 -0.29 0.04 -0.961
C -1.10131 -0.55447 0.23865 0.13 -0.16 0.03 0.035
H 1.05252 -2.27184 2.49470 0.25 -0.04 0.14 0.353
H 0.81696 0.84458 2.64550 0.08 -0.08 -0.09 0.365
H 1.75179 1.83197 -2.42596 0.00 0.01 0.08 0.375
H 0.31348 1.19837 -4.28292 -0.01 0.05 -0.01 0.344
H 1.70464 0.08046 -2.34783 -0.02 -0.02 -0.02 0.207
H -0.55254 0.02276 -3.31446 -0.02 0.03 0.04 0.252
H 1.42565 -1.24217 -0.33970 -0.07 0.09 -0.04 0.144
H -3.28540 1.56267 1.73617 -0.05 -0.06 -0.05 0.383
H -3.16506 -0.12414 -0.10363 -0.02 0.08 -0.01 0.374
H -1.29208 2.00763 3.09742 0.07 0.03 -0.01 0.367
H 2.49422 -2.68444 1.48144 -0.01 -0.11 0.25 0.366
H 0.71495 1.04315 -1.24365 0.00 -0.06 0.05 0.047
H 0.86722 -3.11612 0.96280 -0.03 -0.07 0.11 0.318
H 2.16905 -0.36660 0.96609 -0.02 0.01 0.14 0.485
H -0.80339 1.73078 -3.01517 0.04 0.10 -0.06 0.264
H -1.03761 -1.27828 -0.56648 -0.07 0.03 -0.05 0.408
```
Positions in Å, forces in eV/Å.

***

No. 2
Molecular formula: C34H54N3O2P2Sn
Method: DFT, the ωB97M-V functional and the def2-TZVPD basis

* total charge: +1

```
96
Properties=species:S:1:pos:R:3:forces:R:3:mulliken_charge:R:1
Sn 0.27830 -0.55322 0.76580 -1.86 -0.81 1.18 0.855
P 1.42084 1.68249 1.58525 0.04 1.27 -0.21 0.271
P -2.03268 -1.60317 -0.61554 0.05 -0.15 0.27 0.325
O 1.91688 -1.83147 -0.29207 1.83 -0.94 0.49 -0.577
O 1.61474 -3.17185 3.54673 -0.15 2.07 -0.31 -0.216
N 3.50148 -3.45659 -0.24716 -0.16 0.28 0.22 0.249
N -1.49600 1.18345 1.01955 0.64 -0.35 -0.14 1.441
N 0.00431 0.32968 -1.21643 -2.81 3.38 -2.85 -0.325
C -0.66977 1.07429 -1.86600 4.90 -2.15 1.41 0.665
C -2.05436 -3.40859 0.11604 -0.45 0.89 -0.64 2.548
C -3.47982 -3.81030 0.48781 -0.02 -0.52 0.08 -1.846
C -2.78014 0.70074 0.98634 0.16 -1.53 -0.95 0.182
C -3.81478 1.47811 1.58996 -0.08 0.91 0.37 -1.153
C -3.05244 -0.51549 0.31064 -0.85 0.06 1.62 -1.476
C 0.17145 2.96073 1.12877 -0.35 0.18 -0.07 -0.772
C -3.56515 -0.13667 -2.52670 -0.01 -0.07 0.00 -1.653
C 1.26862 3.23226 3.98661 0.13 0.07 0.15 -1.738
C 2.74206 2.51708 -0.75564 -0.07 0.03 0.10 -1.909
C 3.21834 -3.85781 -1.62837 -0.06 -0.01 -0.04 -0.758
C 2.66827 1.12245 4.02797 0.03 0.12 0.26 -1.614
C 2.82569 -2.47441 0.32689 -1.19 0.60 -1.22 -0.084
C 1.39196 1.78427 3.48414 0.24 -0.08 -0.28 2.108
C -1.18294 -3.48156 1.38050 0.03 -0.06 -0.18 -1.816
C 0.39021 2.09401 -3.82911 0.03 -0.16 -0.01 -0.356
C -3.55174 2.77657 1.98756 -0.46 -1.00 -0.18 -0.892
C -1.42956 -4.33137 -0.94427 -0.08 -0.15 0.14 -1.882
C -4.04232 -2.56517 -2.49145 -0.17 0.08 -0.43 -1.980
C -2.26828 3.30584 1.80114 1.52 0.09 -0.27 -0.942
C -1.87257 3.68398 -4.27747 0.21 -0.01 0.21 -0.909
C -2.93400 -1.51963 -2.34332 0.52 -0.69 0.66 1.860
C 4.56010 -4.13524 0.49551 0.24 -0.02 0.42 -0.830
C 3.51963 3.55840 1.39021 0.42 0.12 -0.24 -1.844
C -1.25953 2.45773 1.33507 -0.49 0.93 0.37 -0.416
C 3.01231 2.26200 0.74186 -0.18 0.22 0.64 2.054
C -1.83759 -1.73592 -3.39329 -0.28 -0.08 -0.31 -1.654
C 0.16619 0.99820 4.00070 -0.03 -0.07 -0.06 -1.376
C 1.56939 -2.03893 3.39580 0.18 -2.46 0.46 0.178
C -0.79403 3.72645 -5.16840 0.01 -0.22 0.16 -0.436
C 4.06158 1.14562 0.86811 0.14 0.08 0.01 -1.676
C -1.81627 2.87114 -3.14362 0.08 -0.12 -0.19 0.072
C 0.34129 2.93959 -4.94095 -0.16 -0.09 0.40 -0.799
C -0.70537 2.03171 -2.94314 -0.96 0.84 -0.45 0.301
H -0.83350 4.37660 -6.04374 -0.03 -0.22 0.25 0.413
H 0.14131 1.09909 5.09841 0.03 -0.04 -0.31 0.576
H 0.31177 3.21757 0.06427 -0.07 -0.19 0.33 0.346
H 2.72534 0.06004 3.74483 0.08 0.49 0.05 0.105
H -3.90039 -3.12995 1.23906 0.11 -0.12 -0.16 0.313
H 4.41060 3.88650 0.83098 -0.18 0.03 0.18 0.507
H -3.67590 -3.59768 -2.47847 -0.13 0.29 0.05 0.376
H -4.82708 -2.44356 -1.73444 0.21 -0.01 -0.15 0.339
H 2.21293 1.67865 -1.22858 0.13 0.14 0.09 0.163
H -1.37673 -5.34894 -0.53086 0.01 0.12 -0.13 0.564
H 2.16361 3.43671 -0.92116 0.14 -0.27 0.05 0.324
H 3.08858 -2.25079 1.37905 -0.02 -0.06 -0.48 0.393
H 2.63026 1.17368 5.12736 0.05 -0.08 -0.25 0.515
H 3.57853 1.64819 3.70861 -0.25 -0.17 0.13 0.320
H -2.76275 4.28496 -4.46544 0.31 -0.10 0.11 0.424
H 4.16814 -4.56295 1.42895 0.11 0.00 -0.32 0.339
H -0.13041 -3.25150 1.16115 -0.29 -0.11 0.05 0.051
H -1.03887 -0.99272 -3.29956 -0.11 -0.18 -0.07 0.216
H -4.40312 0.02837 -1.84021 0.27 -0.01 -0.12 0.317
H -0.77520 1.40409 3.60705 0.22 -0.16 0.12 0.289
H 0.28217 3.66378 3.76161 0.30 -0.17 0.07 0.375
H -2.00542 -4.38044 -1.87629 0.17 0.01 0.30 0.242
H 2.21288 -4.29597 -1.71224 0.30 0.20 0.05 0.216
H -4.51838 -2.41010 -3.47166 0.02 -0.07 0.13 0.510
H 1.26726 1.46689 -3.63969 -0.37 0.20 -0.14 0.370
H 1.37070 3.21283 5.08401 -0.03 0.04 -0.30 0.541
H 3.71058 2.64433 -1.26514 -0.27 -0.06 0.15 0.628
H 0.33241 3.88621 1.70098 -0.04 -0.28 -0.25 0.690
H -2.28818 -1.63499 -4.39040 0.18 -0.05 0.04 0.527
H 2.77839 4.36933 1.33069 0.18 -0.26 0.05 0.340
H -1.39026 -2.73566 -3.32352 -0.07 0.24 0.01 0.298
H -4.80038 1.02678 1.68656 0.19 0.20 0.01 0.492
H -2.62397 2.86812 -2.40812 0.15 -0.04 -0.36 0.543
H 5.36661 -3.43341 0.75436 -0.17 -0.27 -0.18 0.317
H -4.15691 -3.85069 -0.37093 0.22 0.01 0.28 0.309
H 4.30814 0.91247 1.91080 -0.06 0.06 -0.27 0.303
H 3.72792 0.22500 0.37438 0.01 0.15 0.03 0.186
H -4.08041 -0.88069 0.45826 0.22 0.34 -0.16 0.474
H -2.83515 0.66468 -2.38005 -0.31 -0.18 0.05 -0.086
H 3.29507 -2.99807 -2.30602 -0.05 -0.23 0.21 0.289
H 2.05086 3.89410 3.58977 -0.27 -0.18 0.15 0.230
H -1.21302 -4.51131 1.76751 -0.08 0.18 -0.07 0.697
H 1.19014 2.97266 -5.62705 -0.30 0.01 0.24 0.416
H -4.32270 3.39581 2.44433 0.08 -0.20 -0.16 0.412
H -2.00962 4.34009 2.02998 -0.23 -0.27 0.01 0.515
H 4.98342 1.48221 0.37196 -0.16 -0.13 0.11 0.539
H -3.44362 -4.82000 0.92319 -0.15 0.14 0.01 0.541
H 0.23454 -0.07605 3.76401 -0.12 0.50 0.07 0.018
H -1.53701 -2.81132 2.17217 0.05 -0.03 -0.14 0.261
H -3.94280 -0.05577 -3.55669 0.10 -0.05 0.13 0.606
H 3.96402 -4.61172 -1.89231 -0.25 0.20 -0.13 0.328
H 4.95918 -4.93311 -0.13573 -0.03 0.17 0.32 0.279
H 3.82645 3.42283 2.43663 -0.13 0.01 -0.32 0.335
H -0.40427 -4.01461 -1.18865 -0.22 0.00 0.06 0.188
```
Positions in Å, forces in eV/Å.

***

No. 3
Molecular formula: C10H16Cl3FOSn
Method: DFT, the ωB97M-V functional and the def2-TZVPD basis

* relative energy (zero: lowest compared OMol25 entry of this formula, charge and spin): 15.72 kcal/mol
* total charge: -2

```
32
Properties=species:S:1:pos:R:3:forces:R:3:mulliken_charge:R:1
Sn -0.20270 0.37920 3.36459 0.40 0.50 -0.84 1.278
Cl 0.66266 -1.73446 2.83247 -0.29 0.49 0.35 -0.366
Cl -2.54752 0.29369 3.47902 0.17 -0.14 0.17 -0.429
Cl 0.61996 2.24141 2.25558 0.26 -0.66 0.56 -0.124
F 0.37986 0.61480 5.21156 -0.28 -0.22 -0.30 -0.594
O 2.62654 3.63810 1.34433 0.50 0.49 0.33 -0.929
C -1.03552 2.12756 -1.28806 -0.12 0.52 -0.05 -1.624
C 0.79471 -1.06458 -0.61801 -1.53 1.04 -0.28 0.236
C 0.79558 0.35036 -0.82703 -1.46 -1.13 -0.04 0.551
C -2.86850 -0.39460 -0.92463 -0.38 0.00 -0.03 -1.518
C -0.56364 -1.50743 -0.62719 0.60 1.31 -0.07 0.602
C -1.39704 -0.37570 -0.83218 1.50 0.05 0.17 0.323
C 1.99287 1.19987 -0.92974 0.40 0.39 0.08 -1.308
C -1.04188 -2.89576 -0.48971 -0.15 -0.36 0.08 -1.593
C -0.55962 0.76853 -0.97753 0.58 -1.48 0.41 0.563
C 1.98132 -1.92780 -0.48582 0.27 -0.11 0.07 -1.513
H -0.25277 -3.54155 -0.09232 -0.03 -0.13 -0.12 0.356
H -1.87826 -2.95563 0.21630 -0.14 -0.15 -0.03 0.317
H -1.89120 2.39935 -0.65808 -0.09 0.12 -0.08 0.322
H -1.35497 2.21261 -2.34368 0.03 0.22 0.16 0.215
H 1.81239 -2.71292 0.25831 0.14 -0.17 -0.03 0.335
H 2.81043 0.75207 -0.35591 0.12 0.20 -0.12 0.299
H 1.84287 2.19811 -0.50176 0.18 -0.09 -0.10 0.324
H -0.25166 2.86431 -1.08922 -0.07 0.05 -0.13 0.404
H -3.29110 -1.17240 -0.28214 -0.14 -0.11 -0.06 0.329
H -3.21051 -0.57812 -1.95591 -0.26 0.01 0.04 0.209
H -1.38901 -3.30130 -1.45685 0.02 -0.23 0.19 0.215
H 2.31704 1.30026 -1.97745 0.19 0.14 0.06 0.172
H 2.83623 -1.33538 -0.15109 0.14 -0.13 -0.04 0.353
H 2.23771 -2.39851 -1.44583 0.23 -0.18 0.09 0.201
H 3.32153 4.00231 1.93531 -0.70 -0.32 -0.34 0.059
H -3.29578 0.55360 -0.58732 -0.11 0.07 -0.09 0.337
```
Positions in Å, forces in eV/Å.

***

No. 4
Molecular formula: C5H6N2O2
Method: DFT, the ωB97M-V functional and the def2-TZVPD basis

* relative energy (zero: lowest compared OMol25 entry of this formula, charge and spin): 71.25 kcal/mol

```
15
Properties=species:S:1:pos:R:3:forces:R:3:mulliken_charge:R:1
O 0.25862 2.02496 0.13043 -0.67 0.27 1.62 -0.343
O 0.71515 -1.49623 -2.72881 0.13 0.75 0.10 -0.610
N -0.75314 0.11758 0.80731 -1.87 1.83 3.29 -0.320
N 0.40508 0.20037 -1.29588 -0.05 4.10 2.12 -0.116
C -0.12589 0.77673 -0.03989 2.96 -2.90 -5.41 0.444
C -0.94059 1.19432 1.84981 6.02 -0.57 -9.86 -0.785
C -0.28618 2.24370 1.39842 1.27 4.72 1.33 0.050
C 0.28982 -2.21898 -0.51399 -1.97 4.80 3.31 -0.771
C 0.47515 -1.11053 -1.59705 0.65 -3.43 -0.37 0.513
H 0.99349 0.90366 -1.82257 -1.24 -1.56 0.43 0.262
H -0.87518 -2.05752 -0.26517 2.59 -0.84 -0.14 0.221
H -1.47235 1.04153 2.56792 -5.75 -1.65 8.37 0.593
H -0.01821 3.32006 1.85140 -0.94 -2.87 -1.20 0.291
H 0.44491 -3.17247 -0.96541 0.63 -0.51 0.15 0.325
H 0.88932 -1.76719 0.62348 -1.77 -2.13 -3.73 0.247
```
Positions in Å, forces in eV/Å.

***

Calculated HOMO (eV), listed in the same order as above: -9.0565 -8.3653 0.4366 -9.5596
Calculated E_LUMO (eV), listed in the same order as above: 0.991 -2.685 4.421 0.638